(1)
Molecular formula: C4H8N2O2
Method: DFT, ωB97M-V/def2-TZVPD

Values from the calculation:
HOMO energy: -9.6289 eV
Structure (SMILES): NC(=O)NCCC=O
DFT total energy: -417.1960 hartree
Multiplicity: 1

Positions of all 16 atoms, in Å:
N 0.64734 1.10475 1.91545
C -0.65890 1.32468 1.43108
O -1.36937 2.24057 1.79749
N -1.16944 0.39933 0.54968
C -0.47556 -0.73479 0.01064
C 0.55164 -0.34124 -1.09844
C 0.60265 -1.35541 -2.20982
O 1.02670 -1.11480 -3.30224
H 1.34883 1.81868 1.77322
H 0.59101 0.53620 2.74243
H -1.98992 0.72374 0.09964
H -1.20224 -1.46757 -0.33979
H 0.08418 -1.30972 0.75062
H 1.56779 -0.12355 -0.75895
H 0.24587 0.63735 -1.48041
H 0.19941 -2.33823 -1.88059

Atoms 1-2, force components in eV/Å:
N -0.206 -1.095 -0.901
C -1.002 0.572 -0.025



(2)
Molecular formula: C30H51Cl2I2NO3P
Method: DFT, ωB97M-V/def2-TZVPD

Values from the calculation:
HOMO energy: -11.7823 eV
DFT total energy: -3311.1785 hartree
Multiplicity: 1
Net charge: +1

Positions of all 90 atoms, in Å:
C 3.12905 0.20597 2.85851
C 3.17958 1.04618 1.58874
O 3.05039 0.27485 0.38059
P 1.73122 -0.42589 -0.15452
O 1.98340 -1.13488 -1.41186
C 0.42703 0.80500 -0.32302
C -0.16232 1.44537 0.96151
C -1.62122 1.05304 1.14215
N -1.72464 -0.27521 1.85600
C -3.07638 -0.38232 2.47384
C -4.11589 -0.72329 1.36981
C -3.54167 -1.24975 0.06325
C -3.84762 -0.52586 -1.09126
C -3.35469 -0.88993 -2.33378
C -2.53245 -2.00509 -2.44195
C -2.23674 -2.74447 -1.30938
C -2.73740 -2.40002 -0.05131
C -2.44291 -3.33095 1.10128
C -3.16563 -1.40797 3.64979
Cl -4.38866 -0.90544 4.83110
C -1.85081 -1.79604 4.34127
C -1.36033 -0.87582 5.45946
Cl -2.05146 -3.46835 4.95746
C -3.32354 1.06015 2.95119
C -2.68233 1.94360 1.85724
C -2.37558 3.38352 2.20621
I -3.52953 4.71958 1.06242
C -1.54738 3.89539 3.11701
C -1.27692 5.33809 3.42176
I -0.47286 2.64063 4.42142
O 1.18272 -1.35675 1.03936
C 1.51865 -2.77393 0.92425
C 1.21203 -3.48144 2.23513
H 3.79084 0.62332 3.61451
H 3.44445 -0.81448 2.63763
H 2.12306 0.13550 3.27395
H 4.16014 1.51250 1.50775
H 2.45674 1.86464 1.59600
H 0.82658 1.55250 -1.00900
H -0.34930 0.24763 -0.85714
H -0.06805 2.53101 0.95277
H 0.40166 1.10705 1.83053
H -2.01432 0.88756 0.13895
H -1.53236 -1.00197 1.15520
H -0.94788 -0.34307 2.51898
H -4.61659 0.20927 1.11333
H -4.88611 -1.38979 1.76085
H -4.48466 0.34795 -1.01007
H -3.61875 -0.31105 -3.20920
H -2.14603 -2.30400 -3.40686
H -1.62824 -3.63540 -1.39698
H -1.63774 -2.98968 1.76351
H -3.32930 -3.54812 1.69639
H -2.09818 -4.28910 0.71077
H -3.57665 -2.32536 3.24303
H -1.09195 -1.91181 3.57362
H -1.46772 -1.36181 6.42516
H -1.88642 0.07621 5.46319
H -0.29523 -0.66852 5.32758
H -2.89441 1.26057 3.93075
H -4.38096 1.30450 3.01104
H -3.46288 2.01315 1.10061
H -1.82781 5.64653 4.31293
H -0.21943 5.48031 3.64746
H -1.52606 5.97655 2.57805
H 2.58061 -2.86069 0.69399
H 0.95789 -3.19187 0.08870
H 0.85307 -4.49079 2.02706
H 2.09212 -3.57387 2.86755
H 0.42941 -2.96946 2.78720
C 3.91620 0.44909 -3.48092
C 4.64446 0.13891 -4.78534
C 4.73515 1.32903 -5.73894
C 3.38594 1.87328 -6.21222
C 2.49161 0.84956 -6.90981
C 3.10276 0.27531 -8.18421
H 2.87537 0.72689 -3.65754
H 3.90722 -0.41294 -2.81877
H 4.40593 1.27559 -2.95728
H 4.15442 -0.70297 -5.28201
H 5.65911 -0.19587 -4.55485
H 5.33990 1.04765 -6.60496
H 5.28131 2.13896 -5.24487
H 3.56847 2.70849 -6.89560
H 2.84406 2.29579 -5.36084
H 1.54229 1.33246 -7.15762
H 2.24756 0.03528 -6.22159
H 3.33278 1.06963 -8.89707
H 2.41546 -0.41862 -8.66957
H 4.02536 -0.26934 -7.97943

Atoms 1-2, force components in eV/Å:
C -0.246 -0.146 -0.173
C 0.412 0.120 0.157



(3)
Molecular formula: C30H43Cl3N5O3SiV
Method: DFT, ωB97M-V/def2-TZVPD

Values from the calculation:
HOMO energy (spin up / spin down): -3.4104 / -4.8737 eV
DFT total energy: -4282.7077 hartree
Multiplicity: 4
Net charge: -1

Positions of all 86 atoms, in Å:
C -2.15652 3.77848 -2.09627
C -3.36554 2.99273 -2.48269
H -1.59994 3.99083 -3.01254
H -1.49197 3.22124 -1.42054
H -2.42905 4.73437 -1.61534
C -4.15924 3.30936 -3.51614
C -4.00555 4.52912 -4.33375
H -5.04457 2.73674 -3.74342
H -2.97632 4.66973 -4.67962
H -4.32650 5.44379 -3.81544
H -4.64571 4.41333 -5.21033
V 0.24348 0.72377 1.81641
Cl 1.12618 2.74270 2.06011
Cl -1.90720 0.87597 2.34049
C -0.74671 -1.93675 2.91993
O 0.07817 -1.35456 2.17570
N -1.27805 -3.12343 2.57354
C -0.67064 -3.88424 1.48892
C -2.47538 -3.59856 3.23706
H -1.09151 -1.52398 3.88385
H 0.41664 -3.92734 1.64431
H -0.84648 -3.39374 0.52601
H -1.13321 -4.87686 1.50653
H -2.46412 -3.26675 4.28512
H -2.50855 -4.68925 3.17348
H -3.39049 -3.18596 2.78037
H 4.24321 3.23818 -2.19123
H 1.74186 1.77241 -2.38190
C 4.58954 2.39178 -2.81616
C 2.39580 1.24905 -3.10317
N 3.78328 1.18334 -2.64542
H 5.62988 2.15947 -2.54889
C 4.18052 0.16714 -1.82413
O 3.50814 -0.85019 -1.64576
H 2.01573 0.22929 -3.24057
H 5.16888 0.34009 -1.33103
H 4.53853 2.69894 -3.87073
H 2.39419 1.81002 -4.04333
O -2.60770 1.04382 -1.32517
C -3.73495 1.83223 -1.57948
C -4.98696 0.39837 -3.24794
C -4.88224 0.95178 -1.98137
H -4.30330 0.70214 -4.03255
C -6.02374 -0.50573 -3.51078
H -3.97518 2.25955 -0.60004
C -5.80795 0.65496 -0.97365
H -6.11716 -0.92645 -4.52326
C -6.90189 -0.87081 -2.48814
C -6.81775 -0.26871 -1.22749
H -5.68788 1.20903 -0.03153
H -7.63334 -1.65810 -2.66192
H -7.51237 -0.49562 -0.42028
Si -1.63607 -0.47260 -1.27111
Cl -0.07862 0.92302 -0.73805
C -2.02069 -0.97716 -3.08055
C -2.90495 -1.46796 -0.23243
C -0.07633 -1.67409 -1.14049
H -3.02437 -1.43270 -3.13640
H -1.31404 -1.71136 -3.49451
H -2.04294 -0.11067 -3.75316
H 0.81851 -1.34537 -1.67945
H -0.40480 -2.65204 -1.49305
H 0.24614 -1.78876 -0.09676
H -3.92449 -1.36745 -0.64236
H -2.96534 -1.09570 0.79305
H -2.71109 -2.55082 -0.21635
N 9.28061 -0.83165 7.51609
C 8.47042 -0.71665 6.67929
C 7.44541 -0.58334 5.67805
C 7.35326 -1.53601 4.66801
C 6.28003 -1.49834 3.79286
C 5.27644 -0.53299 3.93453
C 5.40012 0.49715 4.88361
C 6.50410 0.46396 5.74535
N 4.14674 -0.58305 3.10584
C 3.94796 -1.46023 2.04319
C 2.79411 -1.10084 1.42064
N 2.23042 -0.02913 2.11858
C 3.05772 0.26414 3.11080
H 8.11204 -2.30736 4.56380
H 6.23670 -2.23807 3.00624
H 4.67531 1.31014 4.97301
H 6.61973 1.23514 6.51290
H 4.62779 -2.24916 1.78324
H 2.32382 -1.51906 0.55058
H 2.90795 1.02229 3.85519

Atoms 1-2, force components in eV/Å:
C 0.324 0.085 0.059
C -1.204 -0.594 -0.363



(4)
Molecular formula: CH12O4S
Method: DFT, ωB97M-V/def2-TZVPD

Values from the calculation:
HOMO energy (spin up / spin down): -15.2242 / -15.2133 eV
DFT total energy: -744.0758 hartree
Multiplicity: 2
Net charge: +1

Positions of all 18 atoms, in Å:
C -1.50335 1.41268 -0.90637
S -2.26685 0.99759 0.67048
H -0.90997 2.35709 -0.99374
H -2.21478 1.54450 -1.78420
H -0.78519 0.61226 -1.13190
H -0.97021 0.95033 1.30182
H 1.30079 -0.91888 2.66026
H 0.22886 -1.15044 1.72515
O 0.67113 -0.35654 2.15508
H 1.25238 -0.25056 -1.28429
H 1.59756 -1.47032 -2.26204
O 0.88673 -1.09393 -1.73650
H 1.49164 0.28833 0.84033
H 1.57273 1.52695 0.16855
O 1.99772 0.62918 0.06168
H -0.10406 -1.73755 -0.38231
H -1.51420 -1.38575 0.41626
O -0.73090 -1.95494 0.48171

Atoms 1-2, force components in eV/Å:
C -0.579 0.763 -1.936
S 2.394 0.651 -0.297



(5)
Molecular formula: BF4H18O9
Method: DFT, ωB97M-V/def2-TZVPD

Values from the calculation:
HOMO energy: -6.9818 eV
DFT total energy: -1112.6015 hartree
Multiplicity: 1
Net charge: -1

Positions of all 32 atoms, in Å:
B 2.49584 -7.67985 23.57335
F 1.74318 -8.80454 23.30786
F 3.21611 -7.22703 22.46151
F 1.66116 -6.67474 24.01811
F 3.32543 -8.03364 24.63173
O 1.43011 -11.65401 22.68755
H 2.08444 -12.17939 22.21804
H 1.87069 -10.85893 22.96689
O 2.44842 -6.55188 20.06425
H 2.70918 -7.08088 20.80914
H 3.06687 -5.78379 19.99986
O 5.18262 -5.93599 21.02914
H 4.71284 -5.99009 21.86326
H 5.63701 -5.09359 21.02321
O -0.92113 -7.31912 23.00267
H -0.22898 -7.29230 23.65195
H -1.36434 -6.49473 23.06593
O 3.63071 -5.15719 25.65760
H 3.43449 -6.12511 25.72935
H 3.78140 -4.98062 24.73973
O -0.89847 -10.01574 22.08856
H -0.37082 -10.71285 22.39018
H -0.89786 -9.32755 22.74866
O 5.89436 -7.10872 23.90089
H 4.94411 -7.26737 23.84455
H 5.89015 -6.39241 24.51469
O 1.25863 -4.49737 22.85273
H 2.08842 -4.06726 23.08440
H 1.38758 -5.34887 23.25010
O 1.05327 -8.96835 20.45800
H 0.74794 -9.55769 21.14663
H 1.92421 -9.32608 20.29791

Atoms 1-2, force components in eV/Å:
B -0.211 -1.006 0.037
F -0.429 -0.678 -0.575